(1)
Computed, not measured: a 7-piece molecular cluster, C15H45BrN16O8P overall, with ωB97M-V/def2-TZVPD.

Output
DFT total energy = -4991.76787 Ha
Kohn-Sham gap = 7.1 eV
Charge = +1

CARTESIAN COORDINATES (ANGSTROEM)
1 Br 0.483 4.346 -3.513
2 P -2.990 3.253 -3.378
3 O -2.340 3.130 -5.006
4 O -1.199 -1.502 2.669
5 O 0.380 -7.902 -1.226
6 O -0.759 7.378 0.485
7 O -2.952 -6.889 1.183
8 O 6.281 0.440 1.978
9 O 3.194 -1.988 0.209
10 O -1.302 4.699 1.737
11 N 0.686 -6.090 -2.529
12 N -2.969 -2.804 3.167
13 N 5.730 2.608 1.705
14 N -1.106 3.761 -0.671
15 N -1.744 -1.869 4.825
16 N -2.272 2.031 -2.288
17 N -4.485 -8.291 0.311
18 N 4.700 -3.448 1.033
19 N -0.875 1.455 -0.174
20 N 0.554 8.398 -1.036
21 N -2.494 -7.997 -0.724
22 N -0.177 9.534 0.780
23 N 2.976 -2.746 2.320
24 N -4.738 2.908 -3.575
25 N 4.376 0.982 0.903
26 N 1.617 -6.178 -0.469
27 C 3.597 -2.683 1.129
28 C -0.942 -1.044 -1.092
29 C 0.359 4.049 -0.450
30 C 0.863 -6.794 -1.397
31 C -1.924 -2.025 3.501
32 C -1.704 3.687 0.750
33 C 5.512 1.289 1.555
34 C 1.322 3.865 -1.763
35 C -0.048 -2.193 -0.268
36 C -3.289 -7.675 0.312
37 C -0.166 8.373 0.101
38 C -1.559 0.076 -0.069
39 C -1.505 2.407 -1.212
40 C 2.064 2.368 -1.838
41 C -1.456 2.073 1.116
42 H -1.358 -0.313 1.033
43 H -5.032 2.202 -2.835
44 H 0.263 -3.090 -0.991
45 H -0.683 -2.712 0.595
46 H -0.707 9.558 1.641
47 H 2.024 -5.266 -0.591
48 H 5.048 -4.026 1.778
49 H -2.000 4.038 -5.310
50 H -4.852 2.369 -4.478
51 H 2.959 2.442 -1.051
52 H 1.076 -5.176 -2.689
53 H -2.877 3.694 0.627
54 H 4.174 0.000 0.769
55 H -2.331 -2.292 5.524
56 H 0.305 10.364 0.480
57 H 1.329 1.482 -1.625
58 H 0.589 7.544 -1.577
59 H 5.109 3.322 1.364
60 H 1.776 -6.674 0.399
61 H -1.356 5.607 1.316
62 H 0.124 -6.517 -3.254
63 H -0.968 -1.290 5.119
64 H 0.428 5.203 -0.151
65 H -1.585 -7.556 -0.761
66 H -5.114 -8.077 1.074
67 H 6.574 2.883 2.191
68 H -0.386 -0.619 -2.028
69 H -1.875 -1.655 -1.519
70 H 1.049 9.208 -1.368
71 H 5.198 -3.429 0.152
72 H -0.504 2.027 1.831
73 H 2.595 2.246 -2.896
74 H -2.734 0.214 -0.146
75 H 3.293 -3.312 3.089
76 H 0.937 -1.756 0.189
77 H -2.481 1.015 -2.529
78 H -2.754 -8.642 -1.451
79 H -3.578 -3.243 3.837
80 H 2.141 -2.186 2.434
81 H -4.780 -8.941 -0.397
82 H 2.229 4.628 -1.613
83 H 3.731 1.666 0.548
84 H -3.140 -2.947 2.180
85 H 0.860 3.465 0.432
86 H -2.411 1.551 1.569

=====

(2)
Computed, not measured: C15H46O15 as an isolated structure, with ωB97M-V/def2-TZVPD.

Output
DFT total energy = -1727.17986 Ha
Kohn-Sham gap = 8.8 eV
Energy relative to the best compared isomer or geometry (same formula, charge and spin) = 255.3 kcal/mol

CARTESIAN COORDINATES (ANGSTROEM)
1 O 0.519 -4.652 -2.414
2 O 1.964 1.017 -2.019
3 O -2.919 2.814 0.872
4 O -0.794 1.653 2.572
5 O -0.834 -2.252 -2.381
6 O -0.705 -2.169 0.547
7 O 1.957 -4.309 -0.144
8 O 3.072 0.671 1.028
9 O -2.790 1.616 -4.037
10 O -0.992 -2.929 2.401
11 O -2.477 4.604 -3.479
12 O 0.312 -0.623 4.092
13 O 0.487 -0.734 -0.862
14 O -0.704 3.541 1.576
15 O 1.648 1.918 0.774
16 C 1.539 2.850 1.846
17 C 0.730 -1.272 2.915
18 C 0.618 3.990 1.437
19 C -2.335 3.590 -2.518
20 C -1.913 -2.298 -0.259
21 C 1.581 -3.742 -2.433
22 C 3.300 1.071 -1.533
23 C -0.422 0.093 -0.141
24 C -1.854 2.178 -3.016
25 C 0.284 -2.668 2.945
26 C -2.763 1.439 1.195
27 C -2.144 1.272 2.623
28 C -1.631 -3.046 -1.525
29 C 3.604 0.185 -0.256
30 C 1.846 -3.203 -1.018
31 H 0.396 -5.070 -3.269
32 H -3.746 0.984 1.075
33 H -2.425 -1.339 -0.341
34 H 1.101 -2.467 -0.715
35 H 2.490 -4.178 -2.847
36 H 1.255 2.415 2.805
37 H 4.681 0.268 -0.404
38 H 0.302 -0.825 2.018
39 H -2.693 1.785 3.413
40 H -2.014 3.106 1.003
41 H 1.385 -2.894 -3.089
42 H 1.132 -4.782 -0.019
43 H -3.243 3.513 -1.920
44 H -1.036 -3.948 -1.377
45 H 0.985 -3.252 2.349
46 H 0.899 4.586 0.568
47 H -3.347 5.008 -3.449
48 H -3.591 1.603 -3.507
49 H 2.841 -2.773 -0.903
50 H -0.780 2.603 1.769
51 H -1.049 -0.379 0.616
52 H -0.052 -1.740 -0.011
53 H -2.151 0.238 2.967
54 H 4.042 0.818 -2.290
55 H -1.137 0.590 -0.795
56 H -1.517 3.949 -1.894
57 H -1.027 -2.788 1.452
58 H -2.576 -2.891 0.371
59 H -0.870 2.289 -3.473
60 H -2.190 0.947 0.409
61 H -1.838 1.469 -2.188
62 H 0.667 -1.020 4.890
63 H 3.591 2.103 -1.336
64 H 1.816 -1.343 2.869
65 H 1.031 -0.087 -1.316
66 H 0.135 0.806 0.467
67 H 0.278 -3.139 3.928
68 H 3.130 -0.786 -0.403
69 H 1.419 1.614 -1.502
70 H 2.164 1.138 0.989
71 H 3.476 0.190 1.754
72 H -2.545 -3.353 -2.033
73 H -0.522 1.361 3.445
74 H 0.776 4.801 2.148
75 H 2.592 3.039 2.058
76 H -0.419 -2.773 -3.072

=====

(3)
Computed, not measured: a 9-piece molecular cluster, C15H48BF4N12O8 overall, with ωB97M-V/def2-TZVPD.

Output
Multiplicity = 2
DFT total energy = -2283.75240 Ha
Kohn-Sham gap (alpha / beta) = 8.4 / 2.2 eV

CARTESIAN COORDINATES (ANGSTROEM)
1 F -0.706 -1.727 -0.269
2 F 1.176 -0.475 -0.387
3 F -0.681 0.250 -1.367
4 F -0.586 0.053 0.916
5 O -4.411 2.820 -0.988
6 O -3.846 0.213 2.700
7 O 1.881 -3.771 -3.982
8 O 4.292 -0.851 2.552
9 O 1.232 3.173 -4.574
10 O 1.012 2.131 1.018
11 O -0.054 1.381 5.427
12 O -5.048 -0.623 -1.767
13 N -0.703 1.064 3.441
14 N 1.335 -1.655 -3.365
15 N -2.304 -1.443 2.533
16 N -3.181 1.055 -0.611
17 N -0.087 3.719 -2.897
18 N 0.442 1.637 -3.327
19 N 1.493 -3.108 -1.887
20 N 6.921 -2.391 0.408
21 N 1.056 2.343 3.751
22 N -2.918 2.696 0.609
23 N -1.883 -2.694 -2.435
24 N -4.142 -1.720 3.551
25 C 4.853 -1.308 1.386
26 C -2.965 -1.746 -2.730
27 C -3.427 -0.885 2.887
28 C -3.602 2.257 -0.362
29 C 1.852 4.411 0.877
30 C 2.932 -0.448 2.408
31 C 6.297 -1.905 1.624
32 C 1.005 3.334 0.208
33 C 0.573 2.842 -3.658
34 C -5.857 -0.563 -0.627
35 C 7.323 -1.012 2.315
36 C -3.515 -2.064 -4.057
37 C -4.141 -1.737 -1.710
38 C 1.592 -2.950 -3.164
39 C 0.092 1.633 4.294
40 B -0.214 -0.463 -0.270
41 H -2.521 -0.752 -2.676
42 H -6.569 -1.387 -0.664
43 H 4.238 -2.106 0.971
44 H -4.059 -1.171 -4.365
45 H 1.924 2.467 4.253
46 H 7.045 -1.574 -0.174
47 H -1.772 -0.884 1.882
48 H 0.006 4.648 -3.281
49 H -0.849 3.439 -2.296
50 H 1.761 5.369 0.365
51 H -5.252 -0.792 0.251
52 H -4.723 -2.655 -1.783
53 H -1.159 -2.341 -3.044
54 H -0.110 1.249 -2.576
55 H 2.884 0.342 1.658
56 H 1.645 -1.194 -4.209
57 H 4.915 -0.566 0.589
58 H 2.912 4.155 0.878
59 H -1.328 0.341 3.767
60 H -2.844 -2.306 -4.881
61 H -2.220 -2.415 2.795
62 H 1.377 3.091 -0.787
63 H 0.918 2.337 2.751
64 H 8.321 -1.443 2.389
65 H 2.655 -0.044 3.382
66 H -3.166 3.618 0.938
67 H 0.854 1.047 -4.035
68 H 6.253 -2.921 -0.134
69 H -3.673 0.551 -1.336
70 H 7.469 -0.018 1.891
71 H -2.283 2.077 1.092
72 H -1.451 -2.504 -1.542
73 H 2.178 -1.212 2.220
74 H -5.134 -1.571 3.664
75 H -6.409 0.362 -0.462
76 H -0.536 1.082 2.445
77 H -2.249 0.792 -0.322
78 H 1.208 -1.171 -2.488
79 H -3.737 -1.869 -0.706
80 H 6.072 -2.711 2.322
81 H 1.237 -2.372 -1.245
82 H 7.071 -0.779 3.350
83 H -4.276 -2.843 -4.009
84 H 0.004 3.738 0.053
85 H 1.597 -4.052 -1.542
86 H 0.841 1.376 0.451
87 H -3.702 -2.581 3.843
88 H 1.550 4.680 1.889